DFT (ωB97M-V with the def2-TZVPD basis set) results for an isolated ion of composition C4H9N2O and charge +1.

Last column: Mulliken charge in e.
Cartesian coordinates (Å):
C  -0.402  -1.463  -0.609  -0.73
C  -0.604  -0.251  -0.121  0.78
C  -1.807  0.481  0.139  -1.47
N  0.736  0.613  0.196  -0.31
C  2.182  0.179  0.629  -0.32
N  3.018  -0.159  -0.349  0.31
O  4.180  -0.514  -0.173  -0.46
H  -1.415  -2.130  -0.593  0.22
H  0.503  -2.046  -0.748  0.37
H  -2.238  0.387  1.159  0.36
H  -2.697  0.008  -0.298  0.40
H  -1.961  1.499  -0.139  0.42
H  0.327  1.353  0.803  0.40
H  0.979  1.269  -0.552  0.40
H  2.364  -0.215  1.621  0.40
H  2.889  0.373  -1.222  0.25

## Properties
E_HOMO   -14.0 eV
Frontier orbital gap   9.50 eV
Total charge   +1
Molar mass   101.13 g mol⁻¹
2S+1   1
SMILES   C=C(C)[NH2+]/C=[NH+]/[O-]
LUMO energy   -4.510 eV
Energy above the lowest of the compared OMol25 structures with the same formula, charge and spin   151.0 kcal/mol

DFT (ωB97M-V with the def2-TZVPD basis set) results for C4H2LaO2 as an isolated structure.

Last column: Mulliken charge in e.
Cartesian coordinates (Å):
H  -0.801  2.069  1.499  0.33
C  -0.585  1.099  1.042  -0.10
C  0.516  0.782  0.372  -0.05
O  -1.631  0.272  1.297  -0.11
O  -1.563  -1.024  0.753  -0.44
La  -0.412  -2.019  -0.699  1.52
C  1.314  -0.707  -1.495  -0.64
C  1.230  0.018  -0.403  0.06
H  1.932  -0.490  -2.367  0.43

## Properties
E_HOMO   -12.5 eV
Frontier orbital gap   7.23 eV
Total charge   +1
Molar mass   220.96 g mol⁻¹
2S+1   1
LUMO energy   -5.235 eV
Energy above the lowest of the compared OMol25 structures with the same formula, charge and spin   0.0 kcal/mol

DFT (ωB97M-V with the def2-TZVPD basis set) results for a 6-piece molecular cluster, C12H20BCl15NO3 overall.

Last column: Mulliken charge in e.
Cartesian coordinates (Å):
C  0.411  -0.236  1.452  -0.08
C  0.826  -1.678  0.881  -0.03
C  -0.351  -2.686  1.246  0.47
O  -0.544  -2.903  2.475  -0.59
O  -1.157  -3.395  0.332  -0.34
C  -1.629  -2.569  -0.768  0.20
C  -3.212  -2.615  -1.024  -0.97
C  -4.124  -2.423  0.279  -0.54
N  -4.034  -3.645  1.188  -0.39
B  -3.596  -1.143  1.137  0.52
C  -3.663  0.393  0.517  -0.72
O  -3.075  -1.237  2.500  -0.60
H  0.695  0.626  0.743  -0.13
H  0.924  -0.098  2.458  0.03
H  -0.716  -0.115  1.637  0.13
H  0.909  -1.671  -0.264  -0.06
H  1.783  -2.033  1.394  0.28
H  -1.133  -2.998  -1.727  0.25
H  -1.323  -1.473  -0.722  0.03
H  -3.451  -1.716  -1.713  0.20
H  -3.538  -3.542  -1.637  0.33
H  -4.943  -3.839  1.622  0.16
H  -3.680  -4.451  0.654  0.13
H  -4.247  1.100  1.213  0.21
H  -2.617  0.839  0.380  0.13
H  -4.262  0.335  -0.452  0.17
H  -3.831  -1.550  3.036  0.22
C  1.969  2.038  -2.128  -0.26
Cl  0.920  3.173  -1.268  -0.04
Cl  3.617  2.106  -1.486  -0.10
Cl  1.328  0.395  -2.020  0.03
H  1.998  2.325  -3.177  0.39
C  1.838  2.198  4.183  0.03
Cl  1.798  3.844  4.835  -0.16
Cl  2.296  2.217  2.475  -0.03
Cl  2.952  1.188  5.116  -0.13
H  0.839  1.773  4.265  0.30
C  -0.531  7.123  -0.855  0.01
Cl  0.918  7.990  -0.325  -0.13
Cl  -0.272  6.394  -2.446  -0.11
Cl  -0.986  5.890  0.329  -0.09
H  -1.347  7.838  -0.935  0.32
C  1.681  -1.941  -5.760  -0.01
Cl  0.182  -1.430  -4.973  -0.08
Cl  3.027  -0.900  -5.272  -0.12
Cl  2.035  -3.633  -5.385  -0.13
H  1.550  -1.849  -6.836  0.32
C  5.612  -0.487  1.020  -0.18
Cl  4.950  -1.165  -0.475  -0.08
Cl  6.714  0.850  0.657  -0.14
Cl  4.314  0.053  2.093  0.01
H  6.175  -1.266  1.529  0.36

## Properties
E_HOMO   -1.5 eV
Frontier orbital gap   3.36 eV
Total charge   -1
Molar mass   768.90 g mol⁻¹
2S+1   1
LUMO energy   1.837 eV
Energy above the lowest of the compared OMol25 structures with the same formula, charge and spin   66.0 kcal/mol

DFT (ωB97M-V with the def2-TZVPD basis set) results for C17H12ClF5N2O3Se2TeV as an isolated structure.

Last column: Mulliken charge in e.
Cartesian coordinates (Å):
V  0.173  -0.128  0.495  1.60
Se  2.770  3.294  -0.492  -0.08
Se  3.226  1.988  1.358  0.07
C  3.339  0.352  0.339  0.17
C  4.607  -0.183  0.174  -0.82
C  4.818  -1.145  -0.798  -0.24
C  3.759  -1.498  -1.615  -0.97
C  2.515  -0.967  -1.340  0.07
N  2.271  -0.105  -0.340  0.33
C  0.838  3.341  -0.631  0.07
C  0.211  4.508  -0.220  -0.37
C  -1.146  4.655  -0.467  -0.34
C  -1.807  3.647  -1.142  -0.57
C  -1.096  2.511  -1.497  -0.24
N  0.198  2.335  -1.228  -0.24
H  5.423  0.203  0.767  0.40
H  5.804  -1.565  -0.948  0.41
H  3.875  -2.189  -2.437  0.43
H  1.665  -1.257  -1.938  0.39
H  0.782  5.281  0.274  0.40
H  -1.667  5.547  -0.145  0.41
H  -2.859  3.719  -1.378  0.40
H  -1.591  1.689  -1.995  0.47
Cl  -5.393  -4.586  -1.071  -0.23
C  -4.245  -3.311  -0.797  0.11
C  -4.695  -1.991  -0.671  -0.54
C  -3.804  -0.971  -0.456  -0.62
C  -2.417  -1.207  -0.352  0.38
O  -1.634  -0.178  -0.149  -0.44
C  -1.980  -2.553  -0.482  0.99
C  -0.594  -2.924  -0.427  -0.34
O  0.359  -2.153  -0.314  -0.39
C  -2.910  -3.585  -0.700  -0.96
H  -5.755  -1.785  -0.737  0.42
H  -4.148  0.048  -0.336  0.41
H  -0.372  -3.992  -0.568  0.32
H  -2.556  -4.605  -0.790  0.40
F  -0.691  -1.259  1.760  -0.61
Te  0.302  -0.046  3.686  1.72
F  1.979  0.641  4.144  -0.41
F  0.652  -1.325  5.039  -0.45
F  -0.206  1.655  4.501  -0.50
F  1.562  -0.984  2.432  -0.57
O  0.437  1.079  1.492  -0.46

## Properties
E_HOMO (spin up / spin down)   -8.7 / -8.8 eV
Frontier orbital gap (spin up / spin down)   7.88 / 8.04 eV
Molar mass   759.20 g mol⁻¹
2S+1   2
⟨S²⟩   0.764
LUMO energy (spin up / spin down)   -0.794 / -0.726 eV
Energy above the lowest of the compared OMol25 structures with the same formula, charge and spin   14.5 kcal/mol

DFT (ωB97M-V with the def2-TZVPD basis set) results for C31H26F3N3O6SSbTc as an isolated structure.

Last column: Mulliken charge in e.
Cartesian coordinates (Å):
Tc  0.247  -0.289  -0.818  0.91
O  -0.809  -2.425  2.556  -0.36
C  -0.653  -1.622  1.562  0.50
O  0.164  -1.807  0.643  -0.40
C  -1.556  -0.430  1.516  -0.17
C  -2.625  -0.139  2.342  -0.63
C  -3.386  0.987  2.035  -1.20
C  -3.074  1.777  0.930  -0.65
C  -1.984  1.415  0.156  0.68
N  -1.266  0.339  0.468  1.61
C  -1.463  2.023  -1.118  0.05
O  -1.992  3.056  -1.680  -0.39
O  -0.503  1.473  -1.681  -0.47
H  -0.214  -3.200  2.513  0.48
H  -2.865  -0.771  3.187  0.69
H  -4.239  1.241  2.650  0.54
H  -3.687  2.637  0.694  0.49
H  -2.685  3.504  -1.169  0.37
S  1.977  0.775  0.313  -0.30
Sb  1.388  2.519  1.815  1.59
C  3.238  3.098  2.559  0.96
C  4.273  3.369  1.667  -0.72
C  5.497  3.768  2.178  -0.73
C  5.672  3.893  3.552  -0.52
C  4.631  3.620  4.429  -0.75
C  3.398  3.216  3.936  -0.29
C  0.245  1.662  3.351  0.95
C  -0.868  2.271  3.924  -0.92
C  -1.494  1.671  5.012  -0.70
C  -1.016  0.468  5.516  -0.69
C  0.095  -0.141  4.942  -0.63
C  0.733  0.456  3.863  -0.85
C  0.425  3.974  0.649  1.23
C  0.937  4.174  -0.633  -0.89
C  0.444  5.209  -1.413  -0.72
C  -0.556  6.037  -0.917  -0.65
C  -1.061  5.840  0.363  -0.84
C  -0.568  4.813  1.157  -0.49
H  4.143  3.269  0.596  0.31
H  6.316  3.981  1.504  0.43
H  6.631  4.207  3.941  0.42
H  4.776  3.720  5.495  0.43
H  2.587  3.002  4.622  0.42
H  -1.240  3.220  3.564  0.29
H  -2.337  2.159  5.482  0.53
H  -1.493  0.018  6.377  0.47
H  0.486  -1.060  5.357  0.53
H  1.627  -0.002  3.450  0.63
H  1.718  3.533  -1.029  0.46
H  0.849  5.377  -2.402  0.48
H  -0.929  6.853  -1.522  0.48
H  -1.814  6.509  0.759  0.49
H  -0.931  4.717  2.172  0.46
F  3.099  -2.493  -0.410  -0.21
C  2.843  -3.109  -1.575  0.78
F  2.398  -4.331  -1.312  -0.24
F  3.954  -3.174  -2.284  -0.23
C  1.748  -2.338  -2.362  0.35
O  1.130  -2.827  -3.247  -0.42
O  1.588  -1.067  -1.924  -0.60
C  -0.608  -0.432  -4.259  -1.35
C  -1.317  -1.307  -3.293  0.34
N  -1.238  -1.302  -1.953  1.01
C  -2.111  -2.284  -1.490  -0.62
C  -2.709  -2.872  -2.547  -0.87
N  -2.199  -2.240  -3.658  0.00
H  0.302  -0.022  -3.832  0.14
H  -1.253  0.391  -4.575  0.39
H  -0.329  -1.007  -5.141  0.50
H  -2.238  -2.518  -0.448  0.46
H  -3.428  -3.669  -2.610  0.42
H  -2.426  -2.466  -4.616  0.24

## Properties
E_HOMO (spin up / spin down)   -16.6 / -16.6 eV
Frontier orbital gap (spin up / spin down)   6.41 / 5.70 eV
Total charge   +3
Molar mass   845.38 g mol⁻¹
2S+1   4
⟨S²⟩   3.770
LUMO energy (spin up / spin down)   -10.201 / -10.914 eV
Energy above the lowest of the compared OMol25 structures with the same formula, charge and spin   0.0 kcal/mol

DFT (ωB97M-V with the def2-TZVPD basis set) results for C15H20BeN2O as an isolated structure.

Last column: Mulliken charge in e.
Cartesian coordinates (Å):
C  -0.471  -1.323  2.710  -0.22
C  0.040  -2.738  2.331  -1.02
H  0.011  -0.470  2.236  -0.06
H  -0.221  -1.091  3.757  0.44
H  -1.564  -1.242  2.622  0.40
H  0.953  -3.050  2.898  0.30
H  -0.730  -3.469  2.649  0.32
H  0.181  -2.862  1.244  0.23
C  -0.947  1.671  1.627  0.12
C  -1.042  3.063  1.540  -0.95
C  -0.427  3.724  0.477  -0.43
C  0.261  2.951  -0.454  -1.03
H  -1.465  1.127  2.413  0.36
H  -1.599  3.627  2.296  0.36
H  -0.483  4.814  0.377  0.40
H  0.722  3.441  -1.307  0.27
N  -0.259  0.905  0.741  0.47
C  0.318  1.547  -0.325  0.30
C  0.789  0.664  -1.380  0.96
N  0.559  -0.684  -1.164  0.71
C  0.800  -1.546  -2.189  -0.31
C  1.603  0.244  -3.592  -0.41
C  1.310  -1.120  -3.424  -0.85
H  0.564  -2.616  -2.044  0.39
H  1.526  -1.840  -4.232  0.37
C  1.336  1.140  -2.575  -1.07
H  1.526  2.207  -2.640  0.37
H  2.056  0.619  -4.509  0.40
Be  0.201  -0.764  0.637  -0.83
C  1.900  -0.835  1.213  -1.02
H  2.503  -0.480  0.370  0.28
H  2.237  -1.832  1.521  0.34
H  2.053  -0.183  2.086  0.31
C  -2.339  -0.443  -1.417  -0.98
C  -2.092  -1.009  -0.102  0.69
O  -2.700  -1.306  0.878  -0.49
H  -1.479  0.162  -1.713  0.25
H  -3.203  0.239  -1.393  0.34
H  -2.431  -1.245  -2.166  0.29

## Properties
E_HOMO (spin up / spin down)   -7.5 / -5.2 eV
Frontier orbital gap (spin up / spin down)   7.55 / 4.85 eV
Molar mass   253.35 g mol⁻¹
2S+1   1
LUMO energy (spin up / spin down)   0.084 / -0.307 eV
Energy above the lowest of the compared OMol25 structures with the same formula, charge and spin   0.0 kcal/mol